{"formula": "C2H6FN3O2", "method": "ωB97M-V/def2-TZVPD", "species": ["C", "C", "N", "N", "N", "O", "O", "F", "H", "H", "H", "H", "H", "H"], "coordinates": [[0.3226, 0.2878, 0.2178], [-0.2897, -1.0102, -1.2744], [-0.0328, 0.1548, 1.3763], [1.7761, 2.0640, 0.6089], [-1.9456, -1.7658, 0.1806], [1.0489, 1.2589, -0.3411], [-1.5789, -1.1834, -1.0942], [0.5029, -2.0240, -1.0192], [-0.0757, -0.5993, -2.2759], [0.2752, 0.9365, 1.8733], [1.4406, 2.9394, 0.2684], [2.8468, 1.8151, 0.5491], [-2.9471, -1.6201, 0.1048], [-1.3432, -1.2536, 0.8256]], "forces_ev_per_angstrom": [[-0.880, -2.200, -5.087], [1.154, 3.569, 2.250], [-1.319, -1.721, 1.204], [1.224, -1.359, 0.488], [0.688, -0.783, -1.252], [1.186, -0.241, -0.627], [-0.676, -0.309, -0.839], [0.681, -1.596, 0.176], [-0.232, 0.125, 0.623], [0.807, 1.560, 1.691], [1.090, 1.113, 0.090], [-2.936, 1.078, -0.473], [0.305, 0.417, 1.051], [-1.093, 0.348, 0.705]], "mulliken_charge": [0.463, 0.067, -0.620, -0.554, -0.435, -0.208, -0.220, -0.238, 0.255, 0.334, 0.245, 0.258, 0.253, 0.400], "total_energy_ha": -494.2081, "fmax_ev_per_a": 5.61, "orbital_gap_ev": 9.45, "lumo_energy_ev": 0.7}